[1]
Entry from the OMol25 dataset: C23H57BrNNbO11 as an isolated structure (the ωB97M-V functional and the def2-TZVPD basis).

Its electronic energy is -4423.77507 Ha. As for the spin multiplicity: 1. Its orbital gap is 3.74 eV. As for the charge: -2. As for the HOMO energy: -0.1562 eV.

Each line ends with the Mulliken charge.
Geometry (Å):
H: -4.18 -3.11 0.78  0.08
H: 4.06 2.19 -1.37  0.02
H: -4.36 4.37 -0.19  0.09
C: -0.14 -6.75 0.67  -1.12
H: 1.13 1.81 0.39  0.32
C: -0.77 7.43 0.23  -0.14
H: 0.64 8.88 0.99  0.36
O: -3.97 -1.92 -0.88  -0.52
C: 4.62 1.23 -1.45  -0.55
O: -3.62 -1.58 5.84  -0.58
H: 0.39 -4.90 -0.30  0.27
C: 6.01 1.45 -0.76  -0.54
O: -0.30 -0.15 -2.47  -0.74
C: -4.96 5.09 -0.76  -0.03
C: 3.48 -9.00 -2.38  -1.02
C: -0.14 2.61 -1.22  1.12
H: -5.61 -2.96 -0.26  0.32
H: 6.56 2.21 -1.38  0.32
C: -1.23 3.08 -0.17  -1.05
C: -5.43 6.22 0.12  -0.88
O: 2.46 0.22 -4.72  -0.77
H: -1.06 -6.90 0.10  0.30
H: -0.96 -4.86 2.19  0.21
O: -1.04 -0.15 0.49  -0.24
Br: 2.03 -2.41 -2.97  -0.45
H: -3.14 -2.24 3.95  0.14
H: -3.57 0.24 3.86  0.29
O: -1.64 6.42 0.72  -0.45
H: -3.22 -1.44 -0.49  0.27
H: -2.21 0.51 4.94  0.30
H: -0.75 8.58 2.06  0.33
H: -1.02 -2.56 1.63  0.26
H: -4.47 -1.25 5.54  0.31
H: 6.67 0.55 -0.72  0.30
H: -6.02 6.94 -0.46  0.27
H: -1.31 3.32 -2.53  0.21
H: 1.05 -2.39 -0.18  -0.10
H: 1.15 -5.13 1.29  0.27
C: -5.28 -1.26 1.03  -0.75
H: -1.77 -1.95 5.03  0.23
Nb: 1.64 -0.06 -1.72  -1.29
H: -3.41 6.05 -1.44  0.30
H: 1.98 2.68 -0.91  0.41
C: 1.11 -1.31 0.14  0.26
H: -0.06 6.95 -0.45  0.31
H: -4.58 6.77 0.54  0.12
H: -2.27 6.85 1.31  0.22
H: 3.81 -9.56 -3.26  0.34
O: -4.17 5.59 -1.83  -0.53
H: -6.05 5.85 0.95  0.32
H: 5.44 3.11 0.64  0.26
C: -0.04 8.11 1.37  -1.16
H: 5.44 1.42 1.42  0.27
H: 3.76 -0.07 0.16  0.19
H: -2.26 2.83 -0.49  0.19
H: 1.90 -1.29 0.95  0.28
O: 2.51 2.18 -3.70  -0.66
O: -0.82 -4.53 1.30  -0.39
H: 5.72 -1.28 -1.07  0.36
H: -1.15 4.21 -0.09  0.20
H: -0.26 0.26 -3.36  0.24
O: -0.57 -1.76 1.97  -0.38
H: 2.69 -9.57 -1.88  0.25
H: -1.93 -0.14 3.31  0.02
H: -1.01 2.69 0.85  0.21
H: 2.12 -7.71 -3.45  0.28
C: 5.91 2.10 0.68  -1.13
H: 0.65 -7.34 0.21  0.23
C: 2.29 0.95 -3.66  1.03
H: 4.31 -8.92 -1.68  0.33
O: 2.53 -6.91 -1.63  -0.40
H: -4.45 -0.70 1.46  0.07
C: 0.23 -5.28 0.71  -0.20
H: 4.83 1.09 -2.55  0.34
C: 2.97 -7.63 -2.77  -0.29
C: 1.17 1.92 -0.73  -0.81
H: -1.35 8.15 -0.35  0.26
H: -5.81 4.56 -1.19  0.35
C: -2.60 -0.16 4.17  -0.72
H: -5.91 -1.63 1.85  0.32
C: 3.83 -0.04 -0.97  1.12
C: -4.77 -2.41 0.18  -0.11
C: -2.74 -1.56 4.71  -0.02
H: 3.28 -6.83 -1.03  0.24
C: 4.65 -1.30 -1.43  -1.50
H: 0.54 7.38 1.94  0.28
H: 4.23 -2.26 -1.04  0.26
H: 3.75 -7.05 -3.27  0.28
H: 6.97 2.28 1.03  0.36
H: -0.33 -7.13 1.68  0.38
H: -5.86 -0.56 0.43  0.29
H: 4.71 -1.27 -2.55  0.33
N: -0.39 2.86 -2.45  -0.61
C: -0.24 -0.98 0.82  0.04

[2]
Entry from the OMol25 dataset: C26H23F6NbP2S5Sb2 as an isolated structure (the ωB97M-V functional and the def2-TZVPD basis).

Its electronic energy is -4814.88182 Ha. As for the spin multiplicity: 1. Its orbital gap (spin up / spin down) is 4.32 / 4.32 eV. As for the charge: -2. The calculation puts the energy relative to the best compared isomer or geometry (same formula, charge and spin) at 42.9 kJ/mol. As for the HOMO energy (spin up / spin down): -0.6226 / -0.6218 eV.

Each line ends with the Mulliken charge.
Geometry (Å):
C: -2.20 0.40 4.08  -0.73
C: 2.62 -0.50 3.97  -0.45
C: 1.33 5.43 -0.50  -0.37
H: -3.94 1.14 -2.91  0.33
C: 1.53 -1.36 4.00  -0.55
C: 2.28 -0.16 1.60  -0.15
H: 2.91 -0.92 -4.04  0.38
C: -0.29 2.08 2.95  -0.25
C: -1.19 1.42 2.11  0.30
S: -2.92 1.49 -0.57  -0.64
C: 2.18 -3.00 -0.87  -1.02
H: -1.34 0.93 5.98  0.35
C: -0.73 4.39 0.20  -0.25
H: 0.47 2.74 2.55  0.32
H: -2.96 -0.25 4.52  0.39
H: 1.56 2.06 -0.78  0.20
C: -0.34 1.90 4.34  -0.72
C: -3.68 0.09 -2.69  -0.67
H: 2.88 4.10 -1.16  0.41
H: 0.37 2.42 4.98  0.38
F: -4.98 -3.33 -3.22  -0.57
C: 1.43 -1.84 -1.11  0.39
F: -4.03 -4.43 -0.80  -0.58
H: 1.99 -3.60 0.02  0.34
C: -0.20 3.11 -0.06  -0.17
C: 3.46 -2.64 -2.88  -0.68
Sb: -3.26 -4.16 -2.62  2.29
H: -0.05 -2.28 2.90  0.33
C: -1.30 1.07 4.90  -0.40
P: 0.23 -1.36 0.12  1.96
H: -2.89 0.06 2.09  0.22
Sb: -0.62 0.89 -4.98  0.35
S: 1.24 0.12 -4.67  -0.72
H: 4.25 -2.95 -3.56  0.36
S: -1.49 -2.28 0.23  -0.64
F: -3.93 -5.95 -3.18  -0.55
C: 2.71 -1.50 -3.15  -0.88
H: 1.23 -1.83 4.94  0.38
H: 2.60 0.30 0.67  0.24
H: -0.39 6.52 0.20  0.36
S: -1.65 -0.99 -3.91  -0.17
Nb: -1.93 -0.57 -1.52  -1.38
C: 1.70 -1.10 -2.27  1.26
C: 1.16 -1.01 1.62  0.41
H: 1.12 -0.21 -2.51  -0.39
C: -2.15 0.58 2.70  -0.42
H: 1.93 6.33 -0.66  0.34
H: -4.43 -0.58 -3.16  0.23
S: -0.89 1.33 -2.64  -0.15
C: 0.80 -1.62 2.84  -0.55
C: -0.32 0.29 -0.34  -1.16
H: -1.74 4.49 0.59  0.37
C: 0.03 5.54 -0.01  -0.70
F: -2.49 -3.88 -4.44  -0.56
H: -0.32 -1.35 -1.90  1.06
C: 3.00 0.09 2.77  -0.65
C: 1.11 3.03 -0.56  0.25
C: 1.87 4.18 -0.77  -0.90
H: 3.86 0.76 2.74  0.39
F: -2.59 -2.36 -2.07  -0.43
H: 3.18 -0.30 4.88  0.35
F: -1.55 -4.98 -2.02  -0.56
P: -1.21 1.69 0.33  2.39
H: 3.77 -4.30 -1.54  0.35
C: 3.19 -3.40 -1.74  -0.65

[3]
Entry from the OMol25 dataset: C21H46F6N5NiO5P as an isolated structure (the ωB97M-V functional and the def2-TZVPD basis).

Its electronic energy is -3926.80202 Ha. As for the spin multiplicity: 3. Its orbital gap (spin up / spin down) is 5.88 / 5.84 eV. The calculation puts the energy relative to the best compared isomer or geometry (same formula, charge and spin) at 42.6 kJ/mol. As for the HOMO energy (spin up / spin down): -5.6278 / -5.5870 eV.

Each line ends with the Löwdin spin population.
Geometry (Å):
C: 14.32 -11.80 -15.51  0.00
H: 21.40 -9.16 -13.25  0.00
H: 14.22 -10.72 -15.36  0.00
H: 19.03 -15.98 -10.04  0.00
H: 16.16 -8.89 -13.45  0.00
H: 15.93 -9.15 -10.20  0.00
H: 15.07 -10.55 -10.67  0.00
H: 14.48 -9.48 -9.27  0.00
H: 18.90 -17.63 -10.03  0.00
H: 20.91 -12.80 -13.78  0.00
H: 15.43 -15.85 -10.52  0.00
C: 14.32 -12.21 -13.07  0.00
C: 18.74 -8.59 -12.19  0.00
N: 21.67 -12.55 -10.51  0.01
O: 17.14 -14.97 -11.16  0.01
H: 16.37 -13.33 -15.50  0.00
H: 16.72 -9.37 -7.47  0.00
H: 13.79 -13.15 -12.87  0.00
O: 16.64 -13.59 -13.49  0.02
H: 16.71 -18.74 -9.31  0.00
H: 22.05 -10.73 -9.62  0.00
O: 18.81 -11.57 -12.57  0.08
C: 16.86 -11.82 -9.29  0.00
H: 23.16 -13.28 -11.77  0.00
F: 20.40 -17.34 -14.17  0.00
C: 15.31 -9.95 -9.79  0.00
H: 19.74 -7.93 -16.23  0.00
H: 17.64 -8.90 -15.47  0.00
P: 19.77 -15.93 -13.74  0.00
H: 21.39 -12.21 -15.35  0.00
H: 21.18 -14.22 -11.57  0.00
H: 13.57 -11.43 -13.16  0.00
H: 19.68 -10.36 -16.29  0.00
N: 14.99 -12.34 -14.36  0.01
C: 16.52 -15.77 -10.49  0.00
N: 17.09 -16.73 -9.75  0.00
H: 18.50 -9.06 -11.24  0.00
H: 15.14 -10.11 -7.21  0.00
C: 23.07 -12.65 -10.89  0.00
Ni: 18.05 -13.27 -12.02  1.78
C: 16.29 -17.75 -9.11  0.00
C: 18.29 -9.44 -13.39  0.00
H: 21.21 -10.71 -12.34  0.00
H: 23.64 -13.13 -10.08  0.00
F: 19.08 -14.47 -13.29  0.02
C: 21.41 -10.24 -13.31  0.00
O: 19.59 -13.39 -10.58  0.02
H: 20.34 -7.89 -14.62  0.00
H: 14.74 -12.11 -16.46  0.00
H: 16.46 -10.49 -13.98  0.00
C: 20.29 -10.77 -14.25  0.00
C: 16.80 -9.76 -13.24  0.00
C: 20.77 -13.44 -10.91  0.00
N: 16.11 -10.77 -8.91  0.00
H: 19.74 -12.73 -15.06  0.00
H: 15.29 -17.80 -9.52  0.00
H: 22.39 -10.57 -13.67  0.00
C: 19.72 -8.48 -15.29  0.00
H: 17.28 -12.28 -8.38  0.00
C: 21.33 -11.54 -9.53  0.00
C: 16.17 -10.31 -7.53  0.00
N: 18.99 -10.67 -13.58  0.02
H: 19.80 -8.34 -12.23  0.00
H: 16.54 -11.06 -6.83  0.00
H: 16.34 -17.63 -8.02  0.00
H: 23.47 -11.66 -11.09  0.00
H: 15.01 -12.04 -12.26  0.00
C: 18.32 -8.58 -14.68  0.00
F: 21.25 -15.29 -13.63  0.00
F: 19.67 -15.43 -15.26  0.00
H: 20.34 -11.13 -9.74  0.00
H: 13.27 -12.13 -15.57  0.00
O: 16.99 -12.21 -10.43  0.02
C: 20.58 -12.19 -14.62  0.00
H: 16.55 -10.14 -12.25  0.00
C: 20.26 -9.88 -15.49  0.00
F: 19.86 -16.31 -12.16  0.00
H: 18.90 -16.74 -8.47  0.00
C: 18.51 -16.76 -9.48  0.00
H: 21.34 -11.96 -8.52  0.00
C: 16.08 -13.11 -14.47  0.01
H: 18.24 -7.61 -12.21  0.00
H: 21.28 -9.88 -15.89  0.00
F: 18.29 -16.56 -13.82  0.00
H: 18.03 -7.58 -14.36  0.00

[4]
Entry from the OMol25 dataset: a 18-piece molecular cluster, C21H78N2O19 overall (the ωB97M-V functional and the def2-TZVPD basis).

Its electronic energy is -2385.67757 Ha. As for the spin multiplicity: 1. Its orbital gap is 9.22 eV. As for the HOMO energy: -9.2680 eV.

Each line ends with the Mulliken charge.
Geometry (Å):
H: -11.15 12.58 -20.82  0.25
C: -21.18 21.08 -17.02  -1.21
H: -7.90 13.91 -13.28  0.34
H: -9.32 17.63 -13.08  0.35
H: -9.32 15.60 -20.00  0.25
C: -19.57 20.97 -17.20  0.19
H: -9.55 13.80 -14.80  0.37
H: -10.17 14.47 -18.30  0.26
H: -13.50 17.81 -10.46  0.37
H: -12.42 14.92 -20.46  0.15
H: -21.53 20.86 -18.03  0.33
C: -14.87 12.55 -18.35  -0.57
O: -9.52 15.68 -19.07  -0.52
O: -9.57 13.24 -15.58  -0.66
H: -12.99 19.93 -16.55  0.10
H: -14.42 13.53 -18.48  -0.36
O: -7.84 20.96 -19.89  -0.53
H: -14.39 18.46 -20.96  0.32
O: -11.31 18.18 -19.87  -0.63
H: -15.12 16.23 -18.67  0.25
H: -9.14 22.47 -19.77  0.31
H: -13.08 21.41 -15.74  0.42
C: -12.40 20.82 -16.35  -1.00
O: -13.50 12.31 -16.34  -0.56
H: -9.87 21.48 -14.04  0.39
H: -8.93 16.37 -18.75  0.24
H: -6.82 17.45 -20.28  0.29
H: -18.09 14.06 -13.92  0.24
H: -14.11 21.25 -10.63  0.32
H: -15.07 11.19 -16.68  0.41
H: -12.88 13.78 -21.85  0.46
H: -19.35 19.56 -18.73  0.44
C: -12.62 13.90 -20.79  -0.27
C: -11.27 20.48 -15.40  1.53
H: -10.57 13.49 -17.09  0.69
C: -19.11 19.60 -17.66  -0.75
H: -11.51 17.68 -19.09  0.30
H: -9.44 21.06 -18.72  -0.03
H: -10.46 22.59 -15.21  0.39
H: -16.79 12.63 -16.17  0.46
H: -21.50 22.12 -16.87  0.34
O: -18.94 21.42 -16.01  -0.54
H: -11.59 22.10 -14.00  0.36
H: -10.09 16.54 -12.14  0.42
C: -9.14 21.38 -19.72  -0.24
H: -14.62 19.56 -13.40  0.26
H: -18.17 21.89 -16.34  0.32
O: -13.02 15.40 -17.07  -0.96
H: -15.70 16.75 -15.94  0.09
O: -14.33 17.06 -17.22  -0.20
H: -14.37 18.06 -12.77  0.46
H: -13.57 13.71 -20.28  -0.04
H: -12.12 18.16 -20.39  0.32
C: -6.28 17.15 -19.38  -0.69
H: -15.13 20.42 -19.28  0.27
H: -13.12 18.79 -13.63  0.05
H: -15.91 14.15 -16.22  0.07
H: -13.35 13.25 -16.25  0.26
O: -13.98 20.95 -11.53  -0.59
H: -14.50 16.97 -20.68  0.44
H: -19.30 21.67 -18.00  0.25
H: -14.22 11.92 -18.96  0.37
H: -15.43 13.00 -14.98  0.36
C: -13.85 19.01 -12.86  -0.93
H: -7.36 21.33 -19.15  0.30
H: -19.39 13.64 -14.97  0.27
H: -14.76 18.94 -10.25  0.43
H: -19.76 14.65 -13.59  0.28
H: -7.32 15.47 -11.35  0.34
H: -11.60 19.73 -14.69  -0.51
H: -11.42 13.34 -18.55  0.58
H: -16.96 14.71 -18.67  0.00
C: -15.81 13.09 -16.00  -1.08
H: -19.51 18.74 -17.13  0.28
O: -7.19 17.20 -18.30  -0.51
C: -16.86 15.76 -18.94  -0.50
H: -15.95 18.59 -14.84  0.13
H: -16.97 17.60 -13.68  0.35
O: -8.69 14.44 -13.25  -0.66
H: -6.06 16.09 -19.50  0.26
C: -13.68 18.88 -10.37  -1.62
C: -16.73 17.84 -14.72  -0.57
H: -18.03 19.67 -17.53  0.03
O: -12.23 17.32 -17.21  -0.51
H: -15.33 19.20 -18.41  0.20
O: -11.79 12.90 -20.18  -0.55
O: -14.02 17.61 -21.21  -0.68
N: -13.20 16.59 -17.10  0.56
H: -15.90 12.54 -18.71  0.42
H: -12.09 21.37 -17.23  0.22
C: -7.17 16.04 -12.26  -1.29
H: -7.18 17.13 -12.25  0.36
H: -10.24 16.31 -13.84  0.12
C: -14.78 12.22 -16.85  0.25
H: -21.57 20.36 -16.30  0.33
O: -15.60 15.95 -19.46  -0.49
H: -5.31 17.57 -19.11  0.29
H: -6.19 15.67 -12.58  0.36
H: -13.14 19.28 -9.52  0.42
C: -19.01 14.45 -14.35  -0.69
H: -7.59 18.07 -18.18  0.30
O: -16.44 16.61 -15.34  -0.44
H: -8.68 12.91 -15.66  0.24
H: -17.03 16.46 -18.12  0.16
C: -8.30 15.80 -13.31  0.92
C: -13.32 19.77 -11.63  0.58
C: -9.52 16.56 -13.06  -1.37
H: -10.52 19.22 -16.66  0.28
H: -9.79 21.02 -20.53  0.21
H: -8.03 16.11 -14.31  0.05
H: -17.53 15.98 -19.77  0.33
C: -10.76 21.73 -14.61  -1.70
O: -15.29 19.48 -19.33  -0.56
H: -11.68 14.56 -17.55  -0.18
O: -10.24 20.06 -16.27  -0.59
H: -12.25 19.97 -11.67  0.22
N: -10.94 13.96 -17.91  0.33
O: -18.87 15.58 -15.21  -0.50
H: -17.67 18.24 -15.08  0.24
H: -17.97 15.91 -15.31  0.51

> Number 4 is which compound?

C21H78N2O19